Entry 1:
Formula: C38H102N8O11
Source: OMol25
Level of theory: the ωB97M-V functional and the def2-TZVPD basis

```
159
C38H102N8O11 | OMol25 | the ωB97M-V functional and the def2-TZVPD basis
C -4.296 5.385 -1.675
O -2.908 4.958 -1.713
C -2.787 3.635 -1.243
C -2.735 3.408 0.273
C -1.544 4.149 0.935
N -2.646 1.990 0.593
H -4.586 5.616 -0.650
H -4.897 4.613 -2.155
H -4.329 6.333 -2.212
H -3.468 3.013 -1.824
H -1.859 3.285 -1.694
H -3.708 3.685 0.678
H -0.584 3.883 0.491
H -1.703 4.002 2.003
H -1.693 5.224 0.831
H -2.485 1.745 1.560
H -3.444 1.467 0.263
C 5.059 -3.412 -0.493
O 4.127 -3.485 -1.530
C 3.143 -2.433 -1.544
C 2.189 -2.650 -2.773
C 2.845 -2.720 -4.157
N 1.252 -1.590 -2.814
H 5.676 -2.544 -0.727
H 5.656 -4.323 -0.456
H 4.559 -3.267 0.464
H 2.724 -2.528 -0.542
H 3.553 -1.424 -1.569
H 1.579 -3.550 -2.692
H 3.240 -3.732 -4.243
H 3.720 -2.070 -4.197
H 2.310 -2.445 -5.066
H 1.698 -0.725 -3.084
H 0.847 -1.464 -1.897
C -1.885 -3.796 -0.127
O -1.043 -4.655 0.597
C -0.494 -5.805 -0.094
C 0.462 -6.579 0.998
C 1.607 -5.780 1.652
N 0.998 -7.769 0.379
H -1.402 -3.049 -0.757
H -2.334 -3.151 0.628
H -2.663 -4.245 -0.744
H -1.225 -6.475 -0.547
H 0.134 -5.429 -0.901
H -0.195 -6.921 1.797
H 2.312 -6.392 2.215
H 1.300 -5.005 2.355
H 2.178 -5.204 0.924
H 1.447 -8.372 1.053
H 1.761 -7.528 -0.237
C 7.624 -2.088 6.364
O 6.591 -1.437 5.614
C 6.779 -1.656 4.243
C 5.505 -1.379 3.395
C 4.343 -2.363 3.679
N 5.766 -1.425 1.990
H 8.569 -1.559 6.238
H 7.602 -3.155 6.147
H 7.310 -2.008 7.405
H 7.607 -1.019 3.932
H 7.087 -2.684 4.055
H 5.026 -0.450 3.702
H 4.575 -3.428 3.665
H 3.442 -2.139 3.109
H 4.116 -2.251 4.740
H 4.911 -1.171 1.517
H 6.410 -0.692 1.727
C 3.978 2.064 4.640
O 2.786 2.145 3.810
C 2.720 1.194 2.730
C 3.714 1.450 1.578
C 3.600 2.838 0.999
N 3.422 0.576 0.427
H 4.193 1.094 5.087
H 3.911 2.793 5.447
H 4.894 2.233 4.074
H 2.814 0.147 3.017
H 1.710 1.240 2.324
H 4.694 1.264 2.017
H 2.592 3.028 0.631
H 4.271 2.867 0.140
H 3.800 3.638 1.712
H 3.975 0.751 -0.400
H 2.467 0.758 0.156
C -0.055 4.555 -4.115
O 1.278 4.641 -3.697
C 2.073 3.478 -4.136
C 1.630 2.096 -3.495
C 1.658 2.303 -2.011
N 2.544 1.016 -3.727
H -0.314 4.395 -5.161
H -0.737 5.279 -3.670
H -0.477 3.651 -3.674
H 2.077 3.360 -5.220
H 3.085 3.724 -3.813
H 0.637 1.872 -3.884
H 1.376 1.339 -1.588
H 0.769 2.890 -1.779
H 2.625 2.672 -1.669
H 2.874 1.022 -4.681
H 3.379 1.221 -3.197
C -2.101 -4.215 4.254
O -1.865 -2.898 4.540
C -2.660 -2.024 3.746
C -2.447 -0.611 4.345
N -3.316 0.401 3.792
C -3.297 1.595 4.593
C -4.185 1.429 5.910
O -5.561 1.289 5.500
C -6.354 1.309 6.691
H -3.143 -4.534 4.278
H -1.433 -4.897 4.780
H -1.835 -4.316 3.202
H -3.697 -2.346 3.839
H -2.367 -2.111 2.700
H -1.420 -0.287 4.181
H -2.614 -0.697 5.419
H -4.266 0.062 3.746
H -3.681 2.421 3.995
H -2.297 1.993 4.767
H -4.125 2.364 6.467
H -3.755 0.677 6.571
H -7.408 1.443 6.450
H -6.069 2.212 7.231
H -6.227 0.482 7.389
C -5.171 3.471 -9.565
O -5.282 2.475 -8.558
C -6.009 2.976 -7.393
C -6.192 1.835 -6.323
N -5.009 0.992 -6.017
C -4.152 1.659 -5.073
C -2.713 1.054 -4.994
O -2.661 -0.055 -4.152
C -2.583 0.107 -2.715
H -6.129 3.890 -9.873
H -4.747 3.153 -10.518
H -4.498 4.275 -9.266
H -6.990 3.377 -7.650
H -5.470 3.833 -6.990
H -6.866 1.189 -6.886
H -6.736 2.224 -5.462
H -4.507 0.928 -6.891
H -4.707 1.487 -4.151
H -4.225 2.733 -5.245
H -1.966 1.789 -4.695
H -2.411 0.647 -5.959
H -2.359 -0.878 -2.306
H -3.513 0.494 -2.297
H -1.755 0.722 -2.359
C 0.621 -1.589 1.456
C -0.411 -0.463 1.198
O -0.128 0.074 -0.051
H 1.647 -1.346 1.730
H 0.631 -2.345 0.671
H 0.332 -2.163 2.336
H -0.415 0.350 1.924
H -1.383 -0.945 1.092
H -0.813 0.742 -0.130
```

Summary:
HOMO energy (eV): -8.23
Energy relative to the best compared isomer or geometry (same formula, charge and spin) (kJ/mol): 339.9
SMILES: COC[C@H](C)N.COC[C@H](C)N.COC[C@H](C)N.COC[C@H](C)N.COC[C@H](C)N.COC[C@H](C)N.COCCNCCOC.COCCNCCOC.CCO


Entry 2:
Formula: C38H103N9O10
Source: OMol25
Level of theory: the ωB97M-V functional and the def2-TZVPD basis

```
160
C38H103N9O10 | OMol25 | the ωB97M-V functional and the def2-TZVPD basis
C 6.701 -14.126 20.985
O 7.130 -14.737 19.795
C 8.311 -14.202 19.298
C 8.305 -12.672 18.929
C 7.206 -12.428 17.891
N 9.628 -12.169 18.372
H 5.895 -13.431 20.748
H 7.602 -13.697 21.422
H 6.162 -14.953 21.447
H 9.167 -14.544 19.881
H 8.496 -14.766 18.384
H 8.123 -12.101 19.839
H 6.213 -12.399 18.340
H 7.256 -13.230 17.154
H 7.311 -11.486 17.352
H 9.719 -11.170 18.492
H 10.245 -12.573 19.062
C 1.200 -28.167 23.846
O 0.010 -27.523 23.972
C -0.174 -26.169 23.470
C -0.011 -25.933 21.890
C 0.126 -24.483 21.553
N -1.033 -26.442 21.024
H 1.133 -29.045 24.487
H 2.070 -27.565 24.109
H 1.385 -28.508 22.827
H -1.131 -25.755 23.789
H 0.554 -25.502 23.930
H 0.952 -26.303 21.537
H -0.776 -23.888 21.410
H 0.507 -24.386 20.537
H 0.813 -23.936 22.199
H -1.895 -25.929 21.146
H -1.177 -27.324 21.494
C 6.858 -22.233 15.446
O 7.160 -21.453 14.306
C 7.082 -20.031 14.565
C 7.414 -19.424 13.250
C 7.906 -17.983 13.434
N 6.239 -19.431 12.365
H 6.661 -23.276 15.196
H 6.037 -21.694 15.918
H 7.585 -22.249 16.258
H 6.095 -19.784 14.955
H 7.753 -19.668 15.344
H 8.178 -20.078 12.832
H 7.688 -17.298 12.614
H 8.978 -17.982 13.630
H 7.498 -17.375 14.241
H 6.495 -19.595 11.402
H 5.770 -20.295 12.599
C -2.574 -9.130 9.424
O -3.900 -9.503 9.731
C -4.120 -8.942 11.051
C -5.243 -9.594 11.830
C -6.579 -9.739 11.108
N -5.713 -8.837 12.943
H -2.418 -9.491 8.407
H -1.818 -9.559 10.082
H -2.522 -8.044 9.495
H -3.252 -8.830 11.700
H -4.384 -7.891 10.937
H -5.012 -10.592 12.202
H -7.029 -8.790 10.817
H -7.323 -10.200 11.758
H -6.534 -10.436 10.271
H -6.396 -8.119 12.743
H -6.219 -9.490 13.525
C -5.838 -25.232 28.273
O -6.306 -24.474 27.182
C -5.882 -23.120 27.134
C -5.724 -22.861 25.646
C -4.942 -21.487 25.355
N -7.053 -22.596 25.037
H -6.032 -26.291 28.105
H -6.310 -24.974 29.221
H -4.757 -25.130 28.365
H -6.499 -22.505 27.789
H -4.887 -22.966 27.551
H -5.195 -23.663 25.131
H -5.484 -20.564 25.556
H -4.754 -21.429 24.282
H -3.972 -21.450 25.852
H -7.451 -21.794 25.505
H -7.740 -23.289 25.296
C 4.781 -12.134 10.496
O 5.821 -11.461 9.753
C 5.759 -11.698 8.342
C 7.153 -11.358 7.715
C 7.120 -10.836 6.237
N 7.992 -12.535 7.614
H 4.496 -11.569 11.383
H 5.075 -13.098 10.910
H 3.869 -12.291 9.920
H 5.505 -12.720 8.060
H 4.974 -11.004 8.039
H 7.604 -10.598 8.354
H 6.611 -11.601 5.650
H 8.038 -10.526 5.739
H 6.567 -9.897 6.207
H 8.252 -12.958 8.493
H 8.869 -12.404 7.129
C -7.823 -12.532 18.138
O -6.409 -12.513 17.976
C -5.895 -12.357 19.313
C -4.411 -11.846 19.262
C -3.418 -12.871 18.853
N -3.982 -11.495 20.613
H -8.146 -13.432 18.663
H -8.321 -12.589 17.170
H -8.135 -11.625 18.655
H -6.424 -11.614 19.909
H -5.945 -13.364 19.726
H -4.333 -10.897 18.732
H -3.540 -13.067 17.787
H -3.561 -13.805 19.398
H -2.397 -12.523 19.006
H -3.192 -10.869 20.552
H -3.670 -12.401 20.932
C -1.894 -18.400 7.665
O -2.582 -17.138 7.452
C -1.651 -16.114 6.985
C -2.320 -14.744 6.642
C -3.718 -14.615 7.206
N -2.394 -14.419 5.294
H -1.004 -18.148 8.240
H -1.474 -18.856 6.768
H -2.538 -19.069 8.236
H -0.975 -15.939 7.822
H -1.175 -16.488 6.078
H -1.722 -14.036 7.215
H -3.727 -14.661 8.295
H -4.339 -15.485 6.994
H -4.092 -13.622 6.954
H -2.870 -13.529 5.266
H -2.940 -15.014 4.688
C -0.389 -17.448 19.793
O 0.288 -16.536 18.885
C 0.954 -17.198 17.723
C 1.447 -16.124 16.688
N 0.372 -15.585 15.844
C -0.083 -16.482 14.734
C -1.481 -16.042 14.213
O -2.326 -16.564 15.281
C -3.726 -16.369 15.058
H -0.976 -16.970 20.577
H 0.460 -17.898 20.307
H -1.097 -18.057 19.231
H 0.367 -17.996 17.269
H 1.867 -17.683 18.069
H 2.128 -16.702 16.064
H 2.025 -15.398 17.261
H -0.471 -15.583 16.401
H -0.135 -17.519 15.064
H 0.660 -16.459 13.937
H -1.743 -16.635 13.337
H -1.506 -14.992 13.922
H -4.244 -17.007 14.342
H -4.025 -15.350 14.811
H -4.230 -16.570 16.003
```

Summary:
HOMO energy (eV): -8.70
Energy relative to the best compared isomer or geometry (same formula, charge and spin) (kJ/mol): 625.2
SMILES: COC[C@H](C)N.COC[C@H](C)N.COC[C@H](C)N.COC[C@H](C)N.COC[C@H](C)N.COC[C@H](C)N.COC[C@H](C)N.COC[C@H](C)N.COCCNCCOC


Entry 3:
Formula: C38H105N11O6
Source: OMol25
Level of theory: the ωB97M-V functional and the def2-TZVPD basis

```
160
C38H105N11O6 | OMol25 | the ωB97M-V functional and the def2-TZVPD basis
N -3.367 -0.061 -1.339
H -3.484 0.302 -0.404
H -2.558 0.442 -1.674
H -4.144 0.049 -1.976
H -3.222 -1.060 -1.376
N -0.541 2.066 -5.759
H -0.127 2.973 -5.919
H -1.543 2.112 -5.645
H -0.171 1.572 -4.959
H -0.141 1.460 -6.461
N -1.345 3.175 0.554
H -1.725 4.001 0.112
H -0.930 2.579 -0.148
H -2.106 2.608 0.900
H -0.614 3.493 1.174
N -1.601 -0.766 2.490
H -1.949 -1.714 2.467
H -1.570 -0.425 3.440
H -2.211 -0.093 2.049
H -0.679 -0.691 2.084
N 2.735 -3.110 1.048
H 2.792 -3.906 0.429
H 1.801 -2.868 1.347
H 2.953 -2.293 0.496
H 3.398 -3.171 1.808
N -3.497 2.871 -2.484
H -3.955 3.080 -1.609
H -2.581 2.456 -2.388
H -3.337 3.740 -2.974
H -4.132 2.208 -2.904
C 1.994 -0.083 -2.205
C 2.165 -0.427 -0.957
C 1.182 -0.122 0.215
O 1.198 -0.581 1.420
C 0.092 0.611 -0.078
C -0.181 1.041 -1.400
C 0.872 0.708 -2.623
O 0.568 0.836 -3.827
O -1.238 1.610 -1.602
O 3.253 -1.169 -0.788
H 2.762 -0.227 -2.952
H -0.706 0.704 0.644
O -3.060 1.199 1.368
C -4.209 1.766 1.955
C -4.907 3.016 1.292
O -5.185 3.078 -0.116
H -3.973 2.001 2.993
H -4.916 0.967 2.178
H -4.294 3.893 1.499
H -5.858 3.264 1.763
C -4.778 -4.694 -2.526
C -4.610 -3.173 -2.372
N -3.322 -2.764 -1.846
C -2.951 -3.218 -0.441
C -4.048 -2.942 0.621
C -2.189 -3.116 -2.685
C -1.031 -2.168 -2.648
H -4.716 -5.113 -1.522
H -4.008 -5.161 -3.140
H -5.826 -4.824 -2.796
H -4.813 -2.676 -3.321
H -5.288 -2.812 -1.598
H -2.011 -2.736 -0.173
H -2.854 -4.304 -0.407
H -4.281 -1.891 0.788
H -3.737 -3.352 1.581
H -4.961 -3.413 0.255
H -1.864 -4.114 -2.393
H -2.570 -3.362 -3.677
H -0.665 -1.883 -3.634
H -1.237 -1.299 -2.023
H -0.233 -2.696 -2.125
C -0.202 1.280 -9.689
C -0.314 0.089 -8.647
N 0.508 0.135 -7.434
C 1.978 0.097 -7.715
C 2.869 0.424 -6.559
C 0.238 -1.168 -6.760
C -1.165 -1.127 -6.181
H 0.773 1.760 -9.775
H -0.793 2.000 -9.124
H -0.597 0.976 -10.659
H -1.368 -0.122 -8.467
H -0.049 -0.836 -9.158
H 2.325 -0.902 -7.979
H 2.139 0.643 -8.644
H 2.903 1.508 -6.457
H 2.623 -0.141 -5.660
H 3.934 0.257 -6.726
H 0.973 -1.229 -5.958
H 0.471 -2.027 -7.389
H -2.019 -1.119 -6.858
H -1.261 -0.369 -5.404
H -1.216 -2.091 -5.675
C 5.093 -0.651 2.839
C 5.613 -1.845 2.115
N 5.211 -3.218 2.589
C 5.022 -3.235 4.044
C 4.724 -4.663 4.608
C 6.315 -4.107 2.100
C 6.219 -4.318 0.575
H 4.013 -0.655 2.984
H 5.100 0.259 2.238
H 5.638 -0.499 3.771
H 5.175 -1.744 1.122
H 6.687 -1.681 2.029
H 5.970 -2.947 4.500
H 4.240 -2.551 4.373
H 4.624 -4.705 5.693
H 3.814 -5.227 4.404
H 5.559 -5.356 4.502
H 6.202 -5.085 2.567
H 7.238 -3.629 2.428
H 7.135 -4.797 0.229
H 6.221 -3.397 -0.009
H 5.240 -4.711 0.299
C -0.983 5.454 3.293
C 0.181 4.359 3.372
N 0.717 4.081 2.076
C 1.490 5.323 1.557
C 1.955 5.071 0.067
C 1.559 2.834 2.085
C 2.748 2.934 3.162
H -1.856 5.165 2.709
H -0.606 6.431 2.991
H -1.376 5.667 4.287
H 0.960 4.727 4.040
H -0.364 3.507 3.778
H 0.887 6.223 1.680
H 2.364 5.465 2.192
H 2.360 5.959 -0.416
H 2.666 4.270 -0.134
H 1.189 4.822 -0.668
H 1.995 2.639 1.105
H 0.975 1.929 2.250
H 2.480 3.245 4.171
H 3.505 3.590 2.733
H 3.332 2.014 3.123
C 1.303 -0.402 4.966
C -0.036 -0.789 5.665
N -1.257 -0.215 5.172
C -2.415 -0.778 5.890
C -3.710 -0.432 5.229
C -1.203 1.237 5.081
C -0.994 1.920 6.403
H 1.918 -1.301 4.925
H 1.784 0.341 5.602
H 1.319 -0.073 3.927
H -0.092 -1.860 5.476
H -0.038 -0.602 6.739
H -2.357 -0.461 6.931
H -2.567 -1.857 5.913
H -3.610 -0.585 4.154
H -3.829 0.613 5.516
H -4.610 -0.889 5.638
H -0.335 1.553 4.502
H -2.108 1.651 4.636
H -1.767 1.718 7.144
H 0.049 1.852 6.711
H -1.146 2.974 6.168
```

Summary:
HOMO energy (eV): -10.33
Energy relative to the best compared isomer or geometry (same formula, charge and spin) (kJ/mol): 0.0
Net charge: +2